Entry P
An isolated molecule of C5H6F2, computed with ωB97M-V/def2-TZVPD.

Calculated values
Charge: 0
Highest occupied orbital energy (spin up / spin down) (eV): -8.99 / -8.10
Orbital gap (spin up / spin down) (eV): 8.59 / 8.03

Geometry as XYZ:
```
13
C5H6F2 ωB97M-V/def2-TZVPD
C 0.46251 -1.17256 0.55425
C 0.37029 -0.54700 1.75391
C -0.17934 -0.74145 -0.65314
C 1.66264 -2.16852 0.45091
C -0.28055 0.71314 -0.96878
F 1.58585 -3.26603 -0.31064
F 2.84182 -1.52131 -0.00392
H 0.92560 -0.92176 2.65323
H -0.35693 0.24462 1.83099
H -0.32323 -1.40111 -1.48453
H 0.48707 0.93550 -1.71365
H -0.00668 1.35886 -0.03892
H -1.22144 0.94070 -1.29123
```

Here are the natural (NBO) charges for atoms 1 to 5, given in e: atom 1 (C): -0.2129, atom 2 (C): -0.3404, atom 3 (C): -0.0857, atom 4 (C): 0.7110, atom 5 (C): -0.6538

---

Entry Q
An isolated molecule of C5H6F2, computed with ωB97M-V/def2-TZVPD.

Calculated values
Charge: 0
SMILES: C=C/C=C(/F)CF
Highest occupied orbital energy (eV): -8.82
Orbital gap (eV): 8.93

Geometry as XYZ:
```
13
C5H6F2 ωB97M-V/def2-TZVPD
C 0.69788 0.10731 1.55963
C 0.08707 0.70921 0.35893
C -0.62297 0.39557 -0.70410
C -0.61881 -0.78214 -1.25121
C -1.01560 -1.33635 -2.46631
H 0.22578 0.13541 2.47426
H 1.61782 0.62933 1.81985
H -1.00218 1.31822 -1.10639
H 0.03180 -1.36902 -0.63059
H -0.49497 -2.38665 -2.57827
H -1.41090 -0.79440 -3.43641
F 1.14242 -1.22537 1.17094
F -0.04606 2.10376 0.88194
```

Here are the natural (NBO) charges for atoms 1 to 5, given in e: atom 1 (C): -0.0137, atom 2 (C): 0.4180, atom 3 (C): -0.3002, atom 4 (C): -0.2413, atom 5 (C): -0.3783

---

Most stable: entry Q

---

Entry P
An isolated molecule of C5H6F2, computed with ωB97M-V/def2-TZVPD.

Calculated values
Charge: 0
SMILES: C=C[C@H](F)C(=C)F
Highest occupied orbital energy (eV): -9.89
Orbital gap (eV): 10.90

Geometry as XYZ:
```
13
C5H6F2 ωB97M-V/def2-TZVPD
C -1.22725 0.35932 -1.69858
C 1.44504 -0.75037 2.17201
C -0.09005 0.67029 -1.04394
C 1.44781 0.00845 1.07515
C 0.80070 -0.44835 -0.64387
F 2.00565 1.24099 1.00828
F 0.19812 -1.67230 -0.37470
H -2.03139 1.11952 -1.85582
H -1.28724 -0.63451 -1.81794
H 1.81271 -0.57153 3.07023
H 0.97363 -1.71936 2.18130
H 0.32579 1.63051 -0.99697
H 1.49433 -0.61297 -1.36439
```

Here are the natural (NBO) charges for atoms 1 to 5, given in e: atom 1 (C): -0.3683, atom 2 (C): -0.5235, atom 3 (C): -0.2465, atom 4 (C): 0.3992, atom 5 (C): 0.2048

---

Entry Q
An isolated molecule of C5H6F2, computed with ωB97M-V/def2-TZVPD.

Calculated values
Charge: 0
SMILES: CC(/C=C\F)=C/F
Highest occupied orbital energy (eV): -8.77
Orbital gap (eV): 9.79

Geometry as XYZ:
```
13
C5H6F2 ωB97M-V/def2-TZVPD
C 2.28139 -0.67942 0.30616
C 0.91048 -0.12269 -0.05913
C 0.69670 1.20260 0.01793
C -0.10550 -1.07294 -0.49815
C -1.40522 -1.05344 -0.17037
H 3.00506 0.11488 0.54806
H 2.17314 -1.41198 1.11138
H 2.68851 -1.20792 -0.58890
H 1.45737 1.88259 0.36130
H 0.19636 -1.96185 -1.07842
H -2.12794 -1.76508 -0.54077
F -0.45299 1.77450 -0.33634
F -1.95363 -0.14065 0.62619
```

Here are the natural (NBO) charges for atoms 1 to 5, given in e: atom 1 (C): -0.6145, atom 2 (C): -0.1337, atom 3 (C): 0.2499, atom 4 (C): -0.3333, atom 5 (C): 0.2702

---

Most stable: entry Q

---

Entry P
An isolated molecule of C23H25NO3, computed with ωB97M-V/def2-TZVPD.

Calculated values
Charge: 0
SMILES: CCOCCOc1cccc(C(=O)N[C@H](C)c2ccc3ccccc3c2)c1
Highest occupied orbital energy (eV): -8.30
Orbital gap (eV): 8.92

Geometry as XYZ:
```
52
C23H25NO3 ωB97M-V/def2-TZVPD
C -0.65099 -2.59554 1.07832
C -1.38820 -2.91595 -0.22007
O -2.45583 -2.03818 -0.50677
C -3.59546 -2.21748 0.30828
C -4.75728 -1.36481 -0.22876
O -5.07471 -0.26801 0.59406
C -4.20393 0.78181 0.69541
C -3.04693 0.92325 -0.05696
C -2.22664 2.03155 0.13223
C -2.58014 3.00882 1.05435
C -3.73879 2.86871 1.79811
C -4.54625 1.76219 1.62781
H -5.45296 1.63445 2.19792
H -4.01467 3.62570 2.51679
H -1.93711 3.86689 1.17216
C -0.97165 2.23501 -0.65155
O -0.51136 3.34264 -0.86013
N -0.38086 1.10415 -1.10310
H -0.76358 0.20284 -0.86583
C 0.84109 1.12900 -1.88541
C 1.98655 0.55392 -1.08303
C 2.99966 1.36238 -0.63883
C 4.06579 0.85084 0.12862
C 5.11876 1.66986 0.58733
C 6.13955 1.14407 1.32831
C 6.15538 -0.22351 1.64550
C 5.14894 -1.04295 1.21729
C 4.08184 -0.53106 0.45090
C 3.02516 -1.34317 -0.00984
C 2.00945 -0.81595 -0.75429
H 1.21300 -1.45752 -1.10050
H 3.03476 -2.39610 0.23581
H 5.15619 -2.09656 1.45934
H 6.97072 -0.62153 2.23194
H 6.94322 1.77661 1.67610
H 5.10156 2.72181 0.34098
H 2.98995 2.41734 -0.87309
C 0.63640 0.40008 -3.21379
H 1.56123 0.40688 -3.78484
H -0.13815 0.89729 -3.79257
H 0.33593 -0.63261 -3.05152
H 1.03901 2.18912 -2.07814
H -2.79389 0.18184 -0.79614
H -5.67566 -1.95560 -0.24417
H -4.52547 -1.04949 -1.25289
H -3.87599 -3.28054 0.30606
H -3.38967 -1.91656 1.34447
H -0.71057 -2.81407 -1.07263
H -1.75638 -3.95239 -0.19549
H -1.27904 -2.79385 1.94311
H 0.23817 -3.21535 1.15042
H -0.35017 -1.55025 1.09874
```

Here are the natural (NBO) charges for atoms 1 to 5, given in e: atom 1 (C): -0.6451, atom 2 (C): -0.0570, atom 3 (O): -0.5531, atom 4 (C): -0.1010, atom 5 (C): -0.0878

---

Entry Q
An isolated molecule of C23H25NO3, computed with ωB97M-V/def2-TZVPD.

Calculated values
Charge: 0
SMILES: COc1ccc(CNCC(O)(c2ccccc2)c2ccccc2)cc1OC
Highest occupied orbital energy (eV): -8.11
Orbital gap (eV): 8.81

Geometry as XYZ:
```
52
C23H25NO3 ωB97M-V/def2-TZVPD
C -5.20020 -0.96569 -2.74071
O -5.11250 -0.08623 -1.64875
C -4.02514 -0.17671 -0.83312
C -2.97746 -1.06565 -0.98975
C -1.91445 -1.07384 -0.09516
C -1.88351 -0.19338 0.96739
C -2.93780 0.70567 1.13237
C -4.00568 0.72501 0.25569
O -5.08099 1.55724 0.34531
C -5.13824 2.46145 1.41827
H -4.30787 3.17583 1.39115
H -6.07680 3.00015 1.29820
H -5.14029 1.94430 2.38399
H -2.91156 1.38488 1.97159
C -0.71190 -0.14004 1.91583
N 0.12403 1.04570 1.73778
H -0.45742 1.87225 1.82291
C 0.88002 1.09962 0.49443
H 1.07454 2.14848 0.26207
C 2.25435 0.38596 0.70067
C 3.28098 0.96679 -0.26731
C 3.65644 2.29462 -0.08740
C 4.58885 2.88805 -0.91643
C 5.16831 2.16085 -1.94222
C 4.81819 0.83443 -2.11498
C 3.88617 0.23857 -1.28119
H 3.64692 -0.80374 -1.42418
H 5.27729 0.25182 -2.90062
H 5.89587 2.62198 -2.59397
H 4.86700 3.92020 -0.75934
H 3.22836 2.85806 0.72807
C 2.09568 -1.11782 0.52895
C 2.53445 -1.98088 1.52434
C 2.38472 -3.35001 1.39079
C 1.80129 -3.87844 0.25301
C 1.37814 -3.02765 -0.75448
C 1.52473 -1.65836 -0.61998
H 1.19544 -1.00955 -1.41948
H 0.93190 -3.43216 -1.65207
H 1.68156 -4.94662 0.14674
H 2.72731 -4.00557 2.17808
H 2.99702 -1.56458 2.40620
O 2.70847 0.70008 2.00210
H 1.90483 0.82391 2.53623
H 0.33863 0.65801 -0.34966
H -1.07044 -0.11943 2.95046
H -0.08167 -1.02127 1.78561
H -1.11183 -1.78277 -0.23088
H -2.97282 -1.76636 -1.80922
H -6.13786 -0.72292 -3.23819
H -5.22348 -2.01165 -2.41639
H -4.37157 -0.82258 -3.44273
```

Here are the natural (NBO) charges for atoms 1 to 5, given in e: atom 1 (C): -0.2500, atom 2 (O): -0.4821, atom 3 (C): 0.2398, atom 4 (C): -0.2803, atom 5 (C): -0.2239

---

Most stable: entry P

---

Entry P
C3H5N2O as an isolated structure, computed with ωB97M-V/def2-TZVPD.

Calculated values
Charge: +1
Highest occupied orbital energy (eV): -16.21
Orbital gap (eV): 9.47

Geometry as XYZ:
```
11
C3H5N2O ωB97M-V/def2-TZVPD
C 0.96886 1.08053 0.00958
C 2.44947 -0.48061 0.05914
C -1.14762 -0.29444 -0.04442
N 2.27461 0.82963 -0.14547
N 0.19129 0.07534 -0.01776
O 1.41766 -1.16602 0.12076
H 0.57073 2.13983 -0.04575
H 3.41682 -1.04201 0.00328
H -1.63928 0.65177 0.19541
H -1.44419 -0.60611 -1.06253
H -1.31458 -1.01447 0.74774
```

Here are the natural (NBO) charges for atoms 1 to 5, given in e: atom 1 (C): 0.3031, atom 2 (C): 0.4718, atom 3 (C): -0.4417, atom 4 (N): -0.4762, atom 5 (N): -0.0048

---

Entry Q
A 2-piece molecular cluster, C3H5N2O overall, computed with ωB97M-V/def2-TZVPD.

Calculated values
Charge: +1
Highest occupied orbital energy (spin up / spin down) (eV): -14.21 / -13.54
Orbital gap (spin up / spin down) (eV): 9.08 / 7.24

Geometry as XYZ:
```
11
C3H5N2O ωB97M-V/def2-TZVPD
C 0.36077 0.30248 2.44085
C 0.21083 -1.44205 -2.08384
C -0.33085 0.44001 -0.62622
N 0.62019 -0.40245 1.56381
N -0.24668 -0.50532 -1.36083
O -0.76997 1.60369 -0.34844
H -0.10912 1.25308 2.58067
H 0.69626 0.22124 3.44748
H -0.43401 -2.47850 -2.09058
H 1.15244 -1.20908 -2.61831
H -1.14987 2.21689 -0.90458
```

Here are the natural (NBO) charges for atoms 1 to 5, given in e: atom 1 (C): -0.1956, atom 2 (C): 0.0149, atom 3 (C): 0.8143, atom 4 (N): -0.1888, atom 5 (N): -0.3804

---

Most stable: entry P